Molecular formula: C5H8BrN
Method: DFT, the ωB97M-V functional and the def2-TZVPD basis

Output
Energy = -2823.985383 Ha
SMILES = C=CN(C)C(=C)Br
HOMO energy = -8.6 eV

```
! RIJCOSX wB97M-V def2-TZVPD def2/J DEFGRID3
* xyz 0 1
C 2.070 -0.685 1.042
C -1.554 1.846 -0.698
C 1.272 0.268 0.568
C -1.047 0.829 -0.081
C -0.283 -1.293 -0.823
N 0.077 0.035 -0.140
Br -2.506 -0.233 1.322
H 2.937 -0.276 1.661
H 2.068 -1.753 1.230
H -2.492 2.354 -0.364
H -0.927 2.225 -1.497
H 1.517 1.372 0.784
H -1.206 -1.033 -1.280
H 0.502 -1.513 -1.572
H -0.428 -2.145 -0.151
*
```